*a*
{"formula": "CH12N3O3", "method": "wB97M-V/def2-TZVPD", "symbols": ["H", "H", "H", "O", "C", "H", "H", "H", "H", "H", "N", "O", "O", "H", "H", "N", "H", "N", "H"], "xyz": [[1.04130, 0.34796, -0.87505], [-2.17905, -1.64908, -1.83122], [-1.47969, 2.79576, 1.45280], [0.61494, -1.28630, 1.46052], [-0.53477, 1.43074, 0.06283], [-1.49400, -0.28232, -0.70115], [1.78417, -1.32027, 0.40066], [1.32926, 1.92955, -0.56233], [0.46746, -2.23858, 1.34975], [-1.07583, -2.36493, -2.49232], [-1.52252, 0.48980, -0.05430], [-1.31744, -1.52690, -2.17625], [2.55406, -1.34991, -0.25452], [0.76768, -1.34175, 2.39862], [3.38852, -1.22609, 0.08376], [0.70126, 1.16818, -0.43523], [-2.31591, 0.53467, 0.58669], [-0.62365, 2.52856, 0.91943], [-0.10580, 3.36093, 0.66730]], "orbital_gap_ev": 11.042, "total_charge": 1, "lumo_ev": -3.0, "e_homo_ev": -14.0481}

---

*b*
{"formula": "CH12N3O3", "method": "wB97M-V/def2-TZVPD", "symbols": ["H", "N", "H", "N", "N", "H", "H", "H", "H", "H", "H", "H", "H", "H", "H", "C", "O", "O", "O"], "xyz": [[2.29692, 1.74215, 1.40432], [-0.31925, -1.91843, -0.81937], [2.52079, -0.39299, -0.99602], [0.15628, 0.33866, -0.43272], [1.81754, -1.10847, -1.09707], [0.82958, 0.81929, 0.15650], [-3.45315, -0.84142, -0.56971], [-3.11642, -0.60471, 0.92376], [-1.32185, -1.73708, -0.71280], [-0.80611, 0.46753, -0.14996], [2.12281, -2.06441, -1.19482], [-1.61018, 3.03939, 0.38349], [-0.11767, -2.58434, -1.55335], [-1.44954, 2.64598, 1.84423], [3.03377, 0.44491, 1.64312], [0.54627, -0.89675, -0.77831], [2.78042, 1.04925, 0.93313], [-2.72545, -0.78732, 0.06082], [-1.18472, 2.38875, 0.95477]], "orbital_gap_ev": 11.986, "total_charge": 1, "lumo_ev": -2.7, "e_homo_ev": -14.7320}

---

Result of the stability comparison: *a* is the least stable of them.

---

*a*
{"formula": "C4H8N3O2", "method": "wB97M-V/def2-TZVPD", "symbols": ["N", "H", "H", "H", "O", "H", "N", "H", "C", "O", "H", "C", "H", "C", "C", "N", "H"], "xyz": [[-2.48441, -1.12472, 0.37198], [-3.44590, -1.31364, 0.10492], [3.25305, -1.94755, 1.10337], [3.56521, 0.18948, -0.07706], [-1.64900, -2.17611, 0.26165], [1.86843, -2.10449, 0.19861], [-1.76274, -0.00765, 0.04244], [2.00615, -0.15858, -0.83880], [-0.46929, -0.15664, -0.16976], [0.52044, -2.46519, -0.28582], [-2.01525, 2.04710, -0.61948], [2.78238, -0.45200, -0.19633], [-3.60097, 1.08335, -0.37564], [-2.54780, 1.23444, -0.02539], [-0.40952, -1.68147, -0.13295], [2.64698, -1.53302, 0.46891], [-2.63941, 1.77908, 1.06631]], "orbital_gap_ev": 9.028, "total_charge": 1, "lumo_ev": -4.4, "e_homo_ev": -13.4458}

---

*b*
{"formula": "C4H8N3O2", "method": "wB97M-V/def2-TZVPD", "symbols": ["O", "H", "C", "H", "N", "H", "C", "H", "C", "N", "C", "N", "H", "H", "H", "H", "O"], "xyz": [[1.08470, 1.99364, -0.53329], [3.37790, 1.00951, 0.08127], [-2.40789, 0.25301, -0.68695], [2.80736, -1.65387, -0.51182], [2.55252, 0.29069, 0.14537], [-2.94746, 1.05941, -1.03247], [1.38492, 0.87041, -0.18426], [-2.10146, -1.44796, 0.61546], [-2.38226, -0.34957, 0.64368], [2.96692, -1.01197, 0.21754], [-1.13129, 0.54455, 0.25206], [0.07777, -0.06315, -0.08174], [-1.02839, 1.50084, 0.65918], [2.90154, -1.53858, 1.10652], [-3.01827, 0.08725, 1.44209], [-2.13454, -0.36926, -1.55169], [-0.00208, -1.17497, -0.58096]], "smiles": "NNC(=O)[N+](=O)C1CC1", "orbital_gap_ev": [7.731, 7.732], "total_charge": 1, "lumo_ev": [-6.7, -6.7], "e_homo_ev": [-14.4043, -14.4042]}

---

*c*
{"formula": "C4H8N3O2", "method": "wB97M-V/def2-TZVPD", "symbols": ["H", "H", "C", "H", "N", "C", "H", "N", "C", "H", "H", "C", "N", "H", "O", "O", "H"], "xyz": [[-2.98391, -1.03211, -0.54548], [-1.78598, -0.01679, -1.39464], [-1.02145, -0.27102, 0.41896], [1.27250, -2.56140, 0.06284], [1.23877, 0.64456, 0.37336], [-2.22448, -0.21179, -0.42779], [-0.56170, 1.76509, 0.58484], [0.97320, -1.66626, 0.22561], [1.71457, -0.56427, 0.19142], [-0.30496, 1.16272, -0.95293], [-2.73830, 0.63184, -0.11877], [-0.17657, 0.91168, 0.05627], [2.37101, 1.18863, -0.20971], [-1.31582, -0.19309, 1.48345], [-0.33219, -1.47593, 0.05054], [2.90708, -0.10242, -0.12469], [2.96822, 1.79058, 0.32670]], "orbital_gap_ev": 10.511, "total_charge": 1, "lumo_ev": -3.6, "e_homo_ev": -14.1191}

---

Result of the stability comparison: *c* is the least stable of them.

---

*a*
{"formula": "C3H9O", "method": "wB97M-V/def2-TZVPD", "symbols": ["H", "C", "H", "C", "H", "H", "O", "H", "H", "C", "H", "H", "H"], "xyz": [[1.40574, 0.64350, -0.37819], [0.11505, -0.06833, 1.23341], [0.94634, -1.93163, -0.53112], [0.44595, 0.15623, -0.23428], [-1.18918, 2.12128, 0.08624], [-0.93857, -0.31016, 1.32704], [-2.12886, 2.26822, -0.04590], [-0.59627, -1.57856, -1.22072], [0.86135, -1.05026, -2.01937], [0.38606, -1.13263, -1.03822], [-0.30143, 0.85210, -0.62082], [0.24904, 0.87423, 1.77080], [0.74476, -0.84400, 1.67115]], "orbital_gap_ev": 6.183, "total_charge": -1, "lumo_ev": 4.1, "e_homo_ev": -2.1167}

---

*b*
{"formula": "C3H9O", "method": "wB97M-V/def2-TZVPD", "symbols": ["H", "H", "H", "C", "H", "C", "H", "H", "H", "H", "C", "O", "H"], "xyz": [[-1.95784, 0.58862, 2.56214], [-1.05601, 0.74337, -1.97257], [-0.07318, -0.66763, -2.67992], [0.40762, 0.12272, -0.54477], [2.02566, -0.96804, 0.56054], [-0.53187, -0.21953, -1.74446], [-1.25151, -1.00919, -1.55680], [0.83058, 1.08487, -0.66016], [-0.28828, 0.26955, 0.35149], [2.13017, -0.75337, -1.16350], [1.42544, -1.00786, -0.34349], [-1.15170, 1.16716, 2.58957], [1.04684, -1.99751, -0.36141]], "orbital_gap_ev": 6.029, "total_charge": -1, "lumo_ev": 4.0, "e_homo_ev": -2.0794}

---

*c*
{"formula": "C3H9O", "method": "wB97M-V/def2-TZVPD", "symbols": ["H", "H", "H", "H", "H", "C", "H", "H", "C", "H", "O", "H", "C"], "xyz": [[-1.22337, -1.50927, 0.25006], [-0.40698, 0.38304, -1.80128], [-2.16102, -0.09258, 0.49572], [-1.30806, 1.59146, -0.63016], [0.39368, 1.82926, -0.90469], [-0.01926, 0.16968, 0.25994], [-1.15325, -0.83965, 1.82584], [0.36435, 0.86408, 1.08373], [-1.25481, -0.58060, 0.76016], [0.78007, -0.39940, -0.06018], [3.25240, -1.10656, 0.30993], [3.12942, -1.34676, -0.66750], [-0.39316, 1.03732, -0.92155]], "orbital_gap_ev": 6.012, "total_charge": -1, "lumo_ev": 4.0, "e_homo_ev": -2.0516}

---

Result of the stability comparison: *c* is the least stable of them.

---

*a*
{"formula": "C23H29N3O4", "method": "wB97M-V/def2-TZVPD", "symbols": ["H", "O", "C", "C", "O", "H", "O", "C", "H", "H", "H", "H", "H", "C", "H", "N", "C", "H", "H", "C", "C", "H", "H", "C", "H", "H", "C", "C", "H", "C", "H", "C", "H", "C", "C", "H", "N", "C", "H", "H", "H", "H", "C", "H", "O", "C", "H", "C", "C", "H", "C", "H", "C", "H", "H", "C", "C", "N", "H"], "xyz": [[-5.02012, 2.48146, 1.89959], [0.01144, -2.95707, -3.38550], [-4.71044, 0.03434, 3.08772], [-1.80333, -2.03971, -1.44937], [-2.94847, -0.85058, 1.83692], [2.17570, 1.35686, -0.73438], [0.60639, 2.67026, -0.40387], [-1.80982, 1.83832, 2.31247], [-3.75105, -1.65442, -0.67112], [6.27440, -0.88210, -3.17083], [2.61243, 2.88854, 0.06744], [-2.89847, 0.65527, 4.12686], [-3.75103, 2.83123, 0.72588], [4.37445, -0.74021, -2.18038], [2.08385, -1.58907, -1.42613], [1.75422, -2.13409, -2.21476], [1.95967, 2.43132, -0.68728], [-1.53202, 3.42041, 0.87983], [-5.73064, 0.41638, 3.03823], [-2.20605, -1.28123, 0.78660], [5.78902, -0.33647, 0.12252], [6.30697, -0.17248, 1.05394], [7.56061, -0.50581, -1.08027], [-0.43111, -2.06600, -1.22483], [1.09398, -1.80483, 0.28304], [-4.91563, -1.25969, 1.35191], [-1.29758, 2.35837, 0.97910], [-4.11751, 2.08245, 1.42628], [0.46014, 1.10721, 0.94271], [2.72297, -2.27160, -3.27020], [4.18199, -1.04263, -4.28527], [-4.43894, 0.76186, 0.70595], [2.18017, -2.48846, -4.19443], [3.54029, -0.97796, -3.40663], [-0.83328, -1.35791, 1.03678], [2.15902, 2.88438, -1.65678], [-3.15876, 1.84494, 2.47783], [0.04172, -1.74539, 0.04758], [-0.48743, -1.08937, 2.02298], [-4.24749, 1.80692, 4.26369], [-5.45737, 0.78425, 0.31726], [3.39721, -3.11146, -3.05661], [6.48045, -0.52135, -1.06470], [-4.69356, -0.81555, 3.76820], [-1.05843, 1.47929, 3.19756], [-3.73252, 1.11158, 3.59178], [2.84650, -0.14461, -3.53692], [-4.28841, -0.41884, 1.68528], [5.76507, -0.72989, -2.23146], [-1.76664, 1.82217, 0.15376], [-2.69162, -1.65513, -0.46257], [-2.16328, -2.32292, -2.42723], [4.40574, -0.37158, 0.07866], [-3.75909, 0.61887, -0.13429], [3.81180, -0.23907, 0.97426], [0.21024, 2.17405, 0.85708], [0.44639, -2.43233, -2.37361], [3.71934, -0.56204, -1.03510], [0.72793, 2.71113, 1.66483]], "smiles": "COCCC(=O)N1CCC(Oc2ccc(C(=O)NCCc3ccccn3)cc2)CC1", "orbital_gap_ev": 9.142, "total_charge": 0, "lumo_ev": 0.7, "e_homo_ev": -8.4558}

---

*b*
{"formula": "C23H29N3O4", "method": "wB97M-V/def2-TZVPD", "symbols": ["O", "C", "N", "H", "C", "H", "H", "H", "N", "H", "H", "C", "C", "H", "H", "O", "N", "H", "H", "H", "C", "C", "O", "H", "C", "C", "H", "H", "C", "C", "H", "H", "H", "H", "O", "C", "C", "C", "H", "C", "H", "H", "H", "C", "H", "H", "C", "H", "C", "C", "H", "C", "C", "C", "H", "H", "H", "C", "C"], "xyz": [[-0.93091, 3.63995, 1.61644], [1.60639, -2.15833, -2.27781], [1.23400, -1.70601, -1.00937], [1.86118, -4.56106, -7.87301], [4.01192, -4.25454, -6.16846], [1.84389, -0.15479, -3.00042], [0.44556, 4.49260, 2.91593], [0.64691, -2.20544, 2.07526], [0.58967, -1.69206, 1.20696], [2.15378, -1.60507, -7.35543], [2.09495, -4.92263, -4.12740], [0.56471, 0.37251, 2.44186], [3.03226, -2.23325, -7.22687], [-2.82526, 1.01431, 4.62028], [3.85678, -1.62450, -6.86304], [-4.59473, 1.71124, 3.81843], [-2.57095, 3.64888, 4.07532], [-1.47545, 2.10873, -0.30291], [2.48131, -0.81303, -5.24199], [-4.21757, 1.20747, 5.72741], [-0.51821, 2.33552, 1.58838], [2.34508, -2.92925, -4.88269], [1.11393, -3.64113, 0.22206], [0.69160, -3.63437, -6.92793], [-0.89188, 1.61208, 0.45617], [2.26271, -1.58875, -4.52641], [4.32262, -4.58814, -7.15646], [-0.88060, -0.26444, -0.54660], [-0.53830, 0.28688, 0.31599], [-3.17015, 3.05139, 5.25465], [1.12488, -0.11386, 3.22663], [-4.34777, 4.33152, 3.26545], [-3.03362, 4.12350, 2.07901], [3.84580, -5.13144, -5.54930], [-0.56374, 3.83616, 5.06806], [-3.67993, 1.65392, 4.89010], [-4.00628, 2.28507, 2.67540], [1.68097, -3.50397, -2.61874], [-2.41255, 3.00122, 6.03692], [2.04537, -3.86886, -3.89919], [1.39353, -5.10791, -6.26471], [1.45981, -4.25364, -1.87802], [1.22563, -0.70082, -0.90322], [1.60038, -4.22993, -6.86988], [3.31022, -2.62536, -8.20321], [-1.02037, 5.42069, 2.52350], [0.20453, 1.69950, 2.59089], [-4.78239, 2.30534, 1.90904], [0.98399, -2.44167, 0.11336], [1.89975, -1.20670, -3.24854], [-3.16695, 1.66260, 2.32780], [-3.49871, 3.70451, 2.96721], [2.74342, -3.39632, -6.27378], [0.21832, -0.34873, 1.30271], [-4.00595, 3.67620, 5.58560], [4.82149, -3.67577, -5.72859], [0.49286, 2.21780, 3.49046], [-1.25563, 3.93137, 4.06973], [-0.63709, 4.42157, 2.75362]], "smiles": "CC(C)(C)c1ccc(NC(=O)Nc2ccc(OCC(=O)N3CCOCC3)cc2)cc1", "orbital_gap_ev": 8.677, "total_charge": 0, "lumo_ev": 0.6, "e_homo_ev": -8.0784}

---

Result of the stability comparison: *a* is the least stable of them.